No. 1
Computed, not measured: a gas-phase ion, H4N2O2P (charge -1), with wB97M-V/def2-TZVPD.

Geometry as XYZ:
```
9
Properties=species:S:1:pos:R:3:forces:R:3
N 0.78603 1.02005 -0.81175 1.6 0.6 0.5
N -0.50972 0.77764 -0.27603 0.2 -3.0 -0.4
O 0.90984 -1.47431 0.34467 -0.9 0.8 0.6
O -1.65343 -1.68074 -0.04409 0.7 0.8 1.1
P -0.48104 -0.88106 0.47604 -0.6 -0.1 -0.8
H 1.49654 0.39645 -0.30870 -1.3 0.8 -1.3
H 0.79921 0.84601 -1.82758 -0.2 -0.2 1.1
H -0.67618 1.23580 0.59114 0.4 1.6 0.4
H -0.67124 -0.23985 1.85630 0.0 -1.3 -1.0
```
Forces are in eV/Å.

The HOMO energy is -4.48 eV. As for the spin multiplicity: 1. For the gap between HOMO and LUMO, the calculation gives 9.25 eV. The net charge is -1. The electronic energy comes out at -16430.884 eV. Its relative energy (zero: lowest compared OMol25 entry of this formula, charge and spin) is 60.7 kcal/mol.

---

No. 2
Computed, not measured: 2 unconnected molecules or ions with the total composition H4N2O2P, with wB97M-V/def2-TZVPD.

Geometry as XYZ:
```
9
Properties=species:S:1:pos:R:3:forces:R:3
N 0.19409 -0.82511 0.13249 2.6 -1.6 -2.8
N -0.52354 1.31119 1.54422 2.6 1.4 -4.0
O 1.23589 -1.50518 -2.30773 1.6 -0.8 -0.1
O -0.59016 0.15538 -2.15577 -2.4 2.8 -1.4
P 0.36520 -0.66702 -1.48165 -0.4 -1.9 2.6
H 1.04372 -1.46112 0.19264 -1.0 0.5 0.9
H -0.18297 0.89363 0.56760 -0.1 0.9 3.2
H -1.46196 1.33703 1.26071 -1.8 -0.5 1.3
H -0.08028 0.76118 2.24749 -1.0 -0.8 0.3
```
Forces are in eV/Å.

The HOMO energy is -4.69 eV. As for the spin multiplicity: 1. For the gap between HOMO and LUMO, the calculation gives 8.92 eV. The net charge is -1. The electronic energy comes out at -16431.050 eV. Its relative energy (zero: lowest compared OMol25 entry of this formula, charge and spin) is 56.9 kcal/mol.

---

No. 3
Computed, not measured: H4N2O2S2 in the gas phase, with wB97M-V/def2-TZVPD.

Geometry as XYZ:
```
10
Properties=species:S:1:pos:R:3:forces:R:3
N -0.87782 0.88136 1.38230 -1.1 -0.8 -0.9
N 0.95677 -0.73478 -1.43505 -0.7 -1.9 0.8
O -1.58932 -0.01665 -1.00035 0.0 0.5 -0.3
O 1.48806 -0.06722 0.97524 1.4 0.7 0.4
S -1.38328 -0.39631 0.39734 0.4 -0.2 1.3
S 0.94419 -1.18923 0.21484 -1.8 -0.1 -1.6
H 0.13058 1.10144 1.26784 -0.4 -0.2 0.6
H -1.29310 0.71877 2.31357 0.9 0.3 -0.6
H 1.38914 0.20035 -1.44408 -1.1 -0.4 -0.9
H 0.07819 -1.12993 -1.97419 2.4 2.1 1.2
```
Forces are in eV/Å.

The HOMO energy is -8.60 eV. As for the spin multiplicity: 1. For the gap between HOMO and LUMO, the calculation gives 8.63 eV. The electronic energy comes out at -28808.504 eV. Its relative energy (zero: lowest compared OMol25 entry of this formula, charge and spin) is 9.1 kcal/mol.

---

No. 4
Computed, not measured: H4N2O2Si in the gas phase, with wB97M-V/def2-TZVPD.

Geometry as XYZ:
```
9
Properties=species:S:1:pos:R:3:forces:R:3
N 1.50465 0.78122 0.34914 0.6 -5.8 -1.4
N -1.44979 0.10025 0.00224 -0.5 1.9 -0.6
O -2.30466 -0.75497 0.10447 -1.0 -0.3 0.1
O -1.63109 1.31142 -0.06258 -0.1 -0.9 0.1
Si 0.12663 -0.72514 -0.05829 3.8 2.9 -0.6
H 1.17440 1.65564 0.07771 -0.8 1.7 -0.9
H 2.43112 0.54093 -0.18690 -2.4 0.9 1.3
H -0.03523 -1.39922 1.16092 0.3 -1.1 0.9
H 0.18397 -1.51014 -1.38671 0.1 0.7 1.1
```
Forces are in eV/Å.

The HOMO energy is -10.17 eV. As for the spin multiplicity: 1. For the gap between HOMO and LUMO, the calculation gives 9.94 eV. The electronic energy comes out at -15014.261 eV. Its relative energy (zero: lowest compared OMol25 entry of this formula, charge and spin) is 32.4 kcal/mol.

---

No. 5
Computed, not measured: H4N3O3PS in the gas phase, with wB97M-V/def2-TZVPD.

Geometry as XYZ:
```
12
Properties=species:S:1:pos:R:3:forces:R:3
N 1.19859 -0.46655 0.14312 0.4 -0.1 -2.7
N -1.09672 -0.79929 0.08538 2.3 2.1 -1.0
N -0.09419 1.99581 0.42801 1.3 -2.7 -2.3
O -0.03795 0.39786 2.34089 -0.7 -0.5 1.2
O 0.40482 -2.57610 -1.02883 -0.1 -2.1 0.4
O 0.14482 -0.52665 -2.20652 -0.4 0.9 0.1
P -0.07386 0.37611 0.89796 1.0 0.5 0.5
S 0.14763 -1.20203 -0.94956 0.4 -0.2 -0.1
H 2.11898 -0.31786 -0.39957 -1.8 0.7 1.7
H -1.81678 -1.44336 0.31756 -0.4 -0.3 0.5
H -0.08167 2.18585 -0.58840 -0.4 0.1 0.9
H -0.81368 2.37622 0.95999 -1.4 1.6 0.7
```
Forces are in eV/Å.

The HOMO energy is -11.03 eV. As for the spin multiplicity: 1. For the gap between HOMO and LUMO, the calculation gives 11.45 eV. The electronic energy comes out at -30802.283 eV. Its relative energy (zero: lowest compared OMol25 entry of this formula, charge and spin) is 0.0 kcal/mol.

---

No. 6
Computed, not measured: a gas-phase ion, H4N3O3S (charge -1), with wB97M-V/def2-TZVPD.

Geometry as XYZ:
```
11
Properties=species:S:1:pos:R:3:forces:R:3
N -1.44614 0.63741 0.77447 2.5 -1.5 -1.5
N 0.95033 -0.06977 1.30873 -1.7 1.2 0.6
N 0.18403 0.61249 0.31000 -2.5 -0.4 1.4
O -0.63558 0.32824 -1.96363 -0.6 0.1 -0.1
O -0.25929 -1.73735 -0.77598 -0.3 -0.6 1.3
O 1.61355 -0.39964 -1.52169 -0.1 0.0 1.1
S 0.22557 -0.40965 -1.05947 0.5 1.4 -3.6
H -1.68555 1.63538 0.68960 0.2 -0.8 -0.7
H -1.87664 0.02720 -0.01579 0.7 1.9 1.6
H 1.08447 -0.96812 0.94798 0.2 -2.1 0.0
H 1.84524 0.34381 1.30579 1.1 0.9 0.0
```
Forces are in eV/Å.

The HOMO energy is -5.09 eV. As for the spin multiplicity: 1. For the gap between HOMO and LUMO, the calculation gives 9.31 eV. The net charge is -1. The electronic energy comes out at -21512.332 eV. Its relative energy (zero: lowest compared OMol25 entry of this formula, charge and spin) is 26.3 kcal/mol.

---

No. 7
Computed, not measured: 2 unconnected molecules or ions with the total composition H4N4O, with wB97M-V/def2-TZVPD.

Geometry as XYZ:
```
9
Properties=species:S:1:pos:R:3:forces:R:3
N 0.51700 0.95079 1.09863 0.0 1.4 0.8
N -1.34013 -0.39068 1.55170 -2.1 -0.1 0.1
N 0.13817 -0.29656 -1.38294 0.5 -1.6 1.3
N -0.36866 0.21718 1.14747 0.7 -1.2 0.4
O 1.48301 1.34441 0.46924 0.5 -0.3 -0.5
H -0.38468 -0.75516 -2.06221 -2.1 -0.3 -1.3
H -1.25081 -1.06594 2.32063 1.0 0.3 -0.4
H 1.01339 -0.67256 -1.64485 1.7 -0.1 0.3
H 0.19270 0.66851 -1.49766 -0.1 1.8 -0.6
```
Forces are in eV/Å.

The HOMO energy is -8.97 eV. As for the spin multiplicity: 1. For the gap between HOMO and LUMO, the calculation gives 9.46 eV. The electronic energy comes out at -8067.254 eV. Its relative energy (zero: lowest compared OMol25 entry of this formula, charge and spin) is 37.5 kcal/mol.

---

No. 8
Computed, not measured: 2 unconnected molecules or ions with the total composition H4N4O, with wB97M-V/def2-TZVPD.

Geometry as XYZ:
```
9
Properties=species:S:1:pos:R:3:forces:R:3
N 0.10506 0.05218 0.03764 1.0 -0.2 -0.2
N 0.70713 -1.18077 -0.17656 0.0 0.2 0.0
O 0.93272 0.99039 -0.61464 -0.2 -0.3 0.2
N -1.84486 1.10147 0.91056 0.0 0.0 0.0
N -1.85330 0.82320 -0.21116 -0.3 0.2 0.1
H 1.84358 0.73459 -0.38508 -0.1 0.0 0.0
H 0.82087 -1.37972 -1.17083 0.0 0.1 0.1
H 0.15095 -1.89759 0.27557 0.0 0.1 -0.1
H -0.86214 0.75625 1.33451 -0.3 0.1 -0.1
```
Forces are in eV/Å.

The HOMO energy (alpha / beta) is -8.44 / -7.99 eV. As for the spin multiplicity: 1. For the gap between HOMO and LUMO (alpha / beta), the calculation gives 9.23 / 8.54 eV. The electronic energy comes out at -8067.378 eV. Its relative energy (zero: lowest compared OMol25 entry of this formula, charge and spin) is 34.6 kcal/mol.

---

No. 9
Computed, not measured: 3 unconnected molecules or ions with the total composition H4N4O2, with wB97M-V/def2-TZVPD.

Geometry as XYZ:
```
10
Properties=species:S:1:pos:R:3:forces:R:3
N 0.62434 -0.64350 -0.76690 0.6 1.5 -1.4
N -1.80108 0.57818 0.19141 0.8 -1.9 0.4
N 0.92737 0.50091 -1.09359 1.4 -1.2 1.2
N -1.70279 -0.57531 -0.40924 -0.9 2.1 -0.2
O 1.63476 1.42951 -0.15948 -1.3 -1.5 1.4
O -2.74057 -1.27209 -0.55688 -0.6 -0.7 0.7
H 0.58724 -1.04481 0.17935 0.8 1.1 0.2
H 3.31128 -0.40418 1.06080 0.0 0.0 0.4
H -2.62418 0.46534 0.79680 -0.9 0.4 -0.4
H 1.78364 0.96596 0.75772 0.2 0.3 -2.2
```
Forces are in eV/Å.

The HOMO energy is 1.56 eV. As for the spin multiplicity: 1. For the gap between HOMO and LUMO, the calculation gives 5.96 eV. The net charge is -2. The electronic energy comes out at -10111.176 eV. Its relative energy (zero: lowest compared OMol25 entry of this formula, charge and spin) is 52.1 kcal/mol.

---

No. 10
Computed, not measured: a molecular structure, H4N4O2, with wB97M-V/def2-TZVPD.

Geometry as XYZ:
```
10
Properties=species:S:1:pos:R:3:forces:R:3
N -1.67041 -0.69143 0.63173 0.2 -0.1 -0.7
N -2.07433 -0.24657 -0.41890 1.4 0.1 1.2
N 1.31300 0.03009 0.80591 2.1 -0.9 -0.3
N 0.19597 0.49943 0.33215 -1.1 0.4 0.9
O 0.12161 0.64176 -0.96889 -0.6 -0.1 1.0
O 2.34766 -0.35466 -0.14905 -1.7 -1.7 2.0
H -1.03935 0.46634 -0.95239 0.3 -0.3 -1.0
H -3.06564 -0.32370 -0.54584 -1.2 0.0 -0.6
H 1.31183 -0.52860 1.69737 -0.2 0.8 -1.6
H 2.55967 0.50735 -0.43208 0.9 1.6 -1.0
```
Forces are in eV/Å.

The HOMO energy (alpha / beta) is -7.70 / -6.92 eV. As for the spin multiplicity: 1. For the gap between HOMO and LUMO (alpha / beta), the calculation gives 8.65 / 7.35 eV. The electronic energy comes out at -10112.533 eV. Its relative energy (zero: lowest compared OMol25 entry of this formula, charge and spin) is 67.7 kcal/mol.

---

- Among the records above, which one has the highest relative energy (zero: lowest compared OMol25 entry of this formula, charge and spin)?
  number 10

---

- The lowest relative energy (zero: lowest compared OMol25 entry of this formula, charge and spin) belongs to which entry?
  H4N3O3PS

---

- Which value of electronic energy does entry 7 give?
  -8067.254 eV